(1)
Computed, not measured: one molecule with the formula FH3P2S in a non-equilibrium geometry, with ωB97M-V/def2-TZVPD.

Output
HOMO energy = -8.9 eV
F_max = 0.0570 Eh/bohr
Relative energy (zero: lowest compared OMol25 entry of this formula, charge and spin) = 9.0 kcal per mole
Net charge = 0

```
7
Properties=species:S:1:pos:R:3:forces:R:3:nbo_charge:R:1
F -0.700150 -1.859725 2.056102 0.37 -1.18 0.29 -0.60
P 0.480845 0.075607 0.219212 -0.36 -0.70 -0.34 0.14
P -1.388403 -0.708386 1.207824 0.10 1.48 1.23 0.70
S 0.553798 -1.340110 -1.505830 -1.68 2.38 -0.30 -0.27
H -0.376037 1.018224 -0.376613 0.05 0.27 -0.35 -0.02
H -1.360441 0.222050 2.444966 -0.04 -0.55 -1.82 -0.07
H 1.260675 -2.093914 -0.784315 1.55 -1.70 1.29 0.12
```
Positions in Å, forces in eV/Å.

(2)
Computed, not measured: one molecule with the formula C21H27FN2O2 in a non-equilibrium geometry, with ωB97M-V/def2-TZVPD.

Output
HOMO energy = -8.2 eV
F_max = 0.0205 Eh/bohr
Relative energy (zero: lowest compared OMol25 entry of this formula, charge and spin) = 0.4 kcal per mole
Net charge = 0

```
53
Properties=species:S:1:pos:R:3:forces:R:3:nbo_charge:R:1
C -0.599839 4.546955 -1.219198 -0.12 0.07 0.20 -0.67
C -1.200113 3.683165 -0.172784 0.11 -0.83 -0.63 0.36
C -1.424001 2.328579 -0.150350 0.15 0.82 0.17 -0.25
C -2.026518 2.059387 1.115193 -0.13 0.54 0.25 -0.28
C -2.133777 3.257495 1.741622 -0.27 -0.92 0.17 0.07
O -1.647401 4.245269 0.966072 0.17 0.46 -0.17 -0.40
H -2.520631 3.534606 2.701979 -0.01 0.12 0.12 0.20
H -2.301959 1.103544 1.510018 -0.09 -0.20 0.14 0.23
C -0.974215 1.380751 -1.192956 -0.14 0.15 0.01 0.68
O 0.104604 1.525575 -1.748133 0.29 0.04 -0.20 -0.64
N -1.792763 0.345620 -1.499649 -0.01 -0.11 -0.10 -0.44
C -3.159743 0.214733 -1.064648 -0.26 0.05 0.12 -0.40
H -3.513660 1.152848 -0.644421 -0.05 -0.09 -0.03 0.23
H -3.790270 -0.036337 -1.921099 0.01 0.01 0.05 0.20
H -3.268155 -0.575395 -0.315689 -0.07 -0.01 0.02 0.19
C -1.284032 -0.662202 -2.414275 0.51 -0.10 -0.04 -0.20
H -0.859317 -0.155719 -3.287384 -0.09 -0.11 0.01 0.22
C -0.191568 -1.534531 -1.785608 -0.40 -0.09 -0.13 -0.25
C 0.233730 -2.643964 -2.745054 0.22 0.20 0.19 -0.39
C 1.317651 -3.490508 -2.087095 -0.21 -0.22 -0.03 -0.40
C 0.822762 -4.026790 -0.746852 0.26 0.05 -0.15 -0.20
N 0.440987 -2.920448 0.098871 -0.22 -0.10 0.03 -0.48
C 0.351532 -3.213975 1.512147 0.31 0.00 0.19 -0.19
H -0.572539 -2.800526 1.929966 0.01 -0.06 -0.03 0.19
C 1.553660 -2.583289 2.246807 -0.30 -0.13 -0.12 -0.42
C 1.550411 -1.102306 2.016158 0.20 -0.08 -0.15 -0.10
C 0.818507 -0.241464 2.824191 0.07 0.04 -0.06 -0.21
C 0.763236 1.116339 2.563761 -0.05 0.10 0.14 -0.23
C 1.428506 1.641944 1.469366 0.03 -0.03 0.06 -0.19
C 2.163102 0.809640 0.645143 0.08 -0.17 -0.06 -0.29
C 2.217450 -0.541072 0.933725 -0.07 0.15 0.20 0.46
F 2.977704 -1.331487 0.142958 0.01 0.05 0.03 -0.34
H 2.680396 1.192358 -0.219605 0.05 0.01 -0.11 0.24
H 1.378033 2.697760 1.254300 -0.02 0.11 -0.04 0.22
H 0.194998 1.765116 3.213731 -0.03 0.04 0.03 0.21
H 0.290072 -0.647844 3.675398 -0.04 -0.06 0.10 0.21
H 2.470743 -3.018506 1.849815 0.02 -0.06 0.08 0.22
H 1.483844 -2.804503 3.313132 0.08 0.01 0.05 0.21
H 0.344210 -4.295741 1.696251 -0.09 0.03 -0.02 0.19
C -0.645794 -2.157755 -0.464190 0.13 0.25 -0.15 -0.20
H -0.905190 -1.363050 0.239747 -0.07 -0.02 0.01 0.21
H -1.544725 -2.784909 -0.639870 -0.04 0.05 0.03 0.15
H 1.626584 -4.578449 -0.255142 -0.04 -0.06 0.01 0.20
H -0.023676 -4.722900 -0.914353 0.06 -0.01 0.04 0.15
H 1.600500 -4.321747 -2.735361 0.05 -0.02 -0.02 0.20
H 2.197073 -2.872728 -1.906634 0.09 -0.01 0.00 0.21
H 0.604284 -2.213088 -3.676662 -0.04 0.00 -0.09 0.21
H -0.630273 -3.272411 -2.982030 -0.07 -0.03 -0.06 0.19
H 0.671583 -0.899505 -1.573524 -0.03 -0.01 0.02 0.23
H -2.120852 -1.285039 -2.736405 -0.02 0.04 0.01 0.19
H -1.374376 5.057310 -1.792558 -0.02 0.06 -0.03 0.22
H -0.009578 3.926559 -1.887265 0.02 0.01 -0.01 0.26
H 0.034390 5.302026 -0.759834 0.08 0.07 -0.02 0.23
```
Positions in Å, forces in eV/Å.

(3)
Computed, not measured: one molecule with the formula C5H7N in a non-equilibrium geometry, with ωB97M-V/def2-TZVPD.

Output
HOMO energy = -9.1 eV
F_max = 0.1897 Eh/bohr
Relative energy (zero: lowest compared OMol25 entry of this formula, charge and spin) = 137.1 kcal per mole
Net charge = 0

```
13
Properties=species:S:1:pos:R:3:forces:R:3:nbo_charge:R:1
C 0.705076 -0.016700 0.878452 6.02 4.68 6.08 -0.41
C 0.293680 0.917806 -0.213386 -1.44 1.00 0.64 -0.14
C 0.200428 -0.957872 -0.010859 -2.92 -8.37 -3.14 -0.09
C -1.496234 -0.629713 -0.164574 2.05 -1.33 2.80 -0.18
C -1.207655 0.642839 -0.035302 -2.76 3.89 -4.25 -0.22
H 0.523791 0.421842 2.072303 -0.05 -2.18 -3.30 0.22
H 1.896638 -0.168966 0.732198 -2.30 0.55 1.05 0.19
H 0.457877 1.989196 -0.302858 0.76 -0.17 -0.22 0.21
H 1.770832 -0.249336 -1.343458 -3.35 0.46 0.93 0.35
H 0.567037 -2.100105 0.011283 -0.99 2.52 -0.05 0.21
H -2.484225 -1.170937 0.065018 2.01 0.61 -0.96 0.24
H -1.875509 1.463844 -0.499512 0.53 -1.00 1.75 0.21
N 0.648261 -0.141900 -1.189309 2.44 -0.66 -1.32 -0.59
```
Positions in Å, forces in eV/Å.

(4)
Computed, not measured: one molecule with the formula C4H6O2, with ωB97M-V/def2-TZVPD.

Output
HOMO energy = -10.1 eV
F_max = 0.0143 Eh/bohr
Relative energy (zero: lowest compared OMol25 entry of this formula, charge and spin) = 49.3 kcal per mole
Net charge = 0

```
12
Properties=species:S:1:pos:R:3:forces:R:3:nbo_charge:R:1
C -0.845886 -1.061141 -0.239758 -0.20 0.28 0.22 -0.64
C 0.061160 0.103356 0.214571 -0.04 -0.44 -0.59 0.09
C -0.364109 1.515989 0.088096 -0.01 0.01 -0.33 -0.08
O -0.091526 0.975999 1.359636 -0.29 -0.67 0.02 -0.47
C 1.497945 -0.321370 0.076882 0.18 -0.40 -0.42 0.41
O 1.768052 -1.345346 -0.503504 0.45 0.39 0.21 -0.51
H -0.964615 -1.865655 0.493864 -0.01 0.38 0.13 0.23
H -1.814218 -0.692837 -0.570198 -0.15 -0.01 0.29 0.21
H -0.391339 -1.563603 -1.109911 0.03 0.54 0.38 0.25
H 0.281592 2.291414 -0.329431 0.12 -0.17 0.39 0.18
H -1.431535 1.697914 -0.054569 0.23 -0.11 -0.27 0.19
H 2.294484 0.265282 0.574321 -0.30 0.20 -0.03 0.13
```
Positions in Å, forces in eV/Å.

(5)
Computed, not measured: a 2-piece molecular cluster, C4H4S overall, with ωB97M-V/def2-TZVPD.

Output
HOMO energy = -9.9 eV
F_max = 0.0121 Eh/bohr
Relative energy (zero: lowest compared OMol25 entry of this formula, charge and spin) = 87.9 kcal per mole
Net charge = 0

```
9
Properties=species:S:1:pos:R:3:forces:R:3:nbo_charge:R:1
C 1.435275 -1.093733 0.680928 -0.17 0.24 0.27 -0.28
C 0.667343 -0.185063 0.805803 0.11 -0.17 -0.29 0.03
C -1.436999 -0.105556 -2.273092 -0.03 0.03 0.01 -0.18
C -0.293026 0.895817 0.832703 -0.15 0.23 0.09 -0.70
S -0.863171 -1.144350 -3.223772 0.03 -0.03 -0.01 0.18
H 2.116899 -1.889669 0.671466 0.40 -0.46 -0.10 0.23
H -0.064069 1.617999 0.048088 -0.11 -0.02 0.02 0.24
H -0.270367 1.410099 1.792112 -0.04 0.03 0.04 0.23
H -1.291886 0.494456 0.665765 -0.04 0.15 -0.03 0.25
```
Positions in Å, forces in eV/Å.

(6)
Computed, not measured: a 2-piece molecular cluster, CH6N2 overall in a non-equilibrium geometry, with ωB97M-V/def2-TZVPD.

Output
HOMO energy (alpha / beta) = -7.0 / -9.5 eV
F_max = 0.0903 Eh/bohr
Relative energy (zero: lowest compared OMol25 entry of this formula, charge and spin) = 123.2 kcal per mole
Net charge = 0

```
9
Properties=species:S:1:pos:R:3:forces:R:3:nbo_charge:R:1
C 0.223094 -0.625917 -0.782484 -3.80 -2.50 0.95 -0.44
N -0.820891 0.416930 0.969363 -0.13 3.68 -0.35 -0.59
N -0.140872 0.538563 -0.142635 0.82 3.00 0.20 -0.25
H -0.418848 -0.546074 -1.696416 0.89 -1.08 0.12 0.21
H 1.228499 -0.731483 -0.947959 2.48 0.03 -0.86 0.21
H -0.075673 -1.544140 -0.110928 0.30 1.00 -1.41 0.13
H -1.278899 1.307327 1.259308 0.47 -1.74 0.01 0.39
H -1.000749 -0.461916 1.305828 -0.97 -2.36 1.33 0.35
H 2.284340 1.646710 0.145922 -0.07 -0.03 0.01 -0.02
```
Positions in Å, forces in eV/Å.

Repeat the sixth record exactly.
Computed, not measured: a 2-piece molecular cluster, CH6N2 overall in a non-equilibrium geometry, with ωB97M-V/def2-TZVPD.

Output
HOMO energy (alpha / beta) = -7.0 / -9.5 eV
F_max = 0.0903 Eh/bohr
Relative energy (zero: lowest compared OMol25 entry of this formula, charge and spin) = 123.2 kcal per mole
Net charge = 0

```
9
Properties=species:S:1:pos:R:3:forces:R:3:nbo_charge:R:1
C 0.223094 -0.625917 -0.782484 -3.80 -2.50 0.95 -0.44
N -0.820891 0.416930 0.969363 -0.13 3.68 -0.35 -0.59
N -0.140872 0.538563 -0.142635 0.82 3.00 0.20 -0.25
H -0.418848 -0.546074 -1.696416 0.89 -1.08 0.12 0.21
H 1.228499 -0.731483 -0.947959 2.48 0.03 -0.86 0.21
H -0.075673 -1.544140 -0.110928 0.30 1.00 -1.41 0.13
H -1.278899 1.307327 1.259308 0.47 -1.74 0.01 0.39
H -1.000749 -0.461916 1.305828 -0.97 -2.36 1.33 0.35
H 2.284340 1.646710 0.145922 -0.07 -0.03 0.01 -0.02
```
Positions in Å, forces in eV/Å.

Which of these has the highest F_max? C5H7N

Number 6 is which compound? CH6N2